(1)
{
  "formula": "C35H40N13O6P2RbS",
  "method": "the ωB97M-V functional and the def2-TZVPD basis",
  "elements": ["Rb", "C", "N", "C", "C", "N", "C", "P", "C", "N", "C", "C", "N", "C", "C", "N", "C", "C", "N", "C", "H", "H", "H", "H", "H", "H", "H", "H", "H", "H", "H", "H", "H", "H", "H", "O", "C", "O", "C", "O", "C", "C", "O", "O", "H", "H", "H", "H", "H", "S", "C", "N", "N", "C", "C", "C", "C", "C", "C", "N", "N", "C", "C", "C", "C", "C", "C", "H", "H", "H", "H", "H", "H", "H", "H", "H", "H", "H", "C", "P", "C", "C", "H", "H", "H", "H", "H", "H", "H", "H", "H", "O", "N", "C", "C", "N", "C", "N"],
  "positions_angstrom": [[-0.359, 0.253, -0.413], [3.734, 5.042, 1.613], [2.998, 4.260, 0.637], [3.304, 4.158, -0.696], [2.373, 3.314, -1.230], [1.507, 2.887, -0.257], [1.895, 3.470, 0.856], [1.123, 3.328, 2.498], [1.504, 1.574, 2.809], [1.404, 0.603, 1.933], [1.791, -0.544, 2.580], [2.154, -0.249, 3.862], [1.970, 1.103, 4.009], [2.245, 1.872, 5.206], [-0.628, 3.195, 2.044], [-1.161, 2.529, 1.043], [-2.510, 2.694, 1.151], [-2.800, 3.488, 2.220], [-1.603, 3.806, 2.795], [-1.417, 4.615, 3.983], [4.777, 5.107, 1.308], [3.681, 4.564, 2.587], [3.330, 6.052, 1.702], [4.121, 4.708, -1.138], [2.262, 2.989, -2.250], [1.792, -1.507, 2.085], [2.514, -0.864, 4.672], [2.252, 1.205, 6.065], [1.476, 2.626, 5.353], [3.212, 2.373, 5.143], [-3.193, 2.236, 0.452], [-3.735, 3.855, 2.613], [-2.368, 5.067, 4.252], [-0.691, 5.403, 3.798], [-1.071, 4.008, 4.819], [-3.461, 0.684, -2.061], [-2.852, -0.463, -1.871], [-1.776, -0.777, -2.358], [-3.566, -1.350, -0.866], [-3.159, -0.803, 0.371], [-3.881, -1.274, 1.499], [-3.369, -0.607, 2.798], [-4.179, -0.710, 3.750], [-2.241, -0.075, 2.743], [-2.809, 1.441, -2.345], [-3.253, -2.393, -0.959], [-4.652, -1.279, -1.000], [-3.761, -2.360, 1.603], [-4.946, -1.051, 1.391], [1.969, -4.518, 0.879], [2.682, -3.823, -0.558], [2.535, -4.127, -1.785], [1.600, -5.102, -2.000], [1.483, -5.721, -3.208], [0.488, -6.694, -3.399], [0.367, -7.352, -4.611], [1.218, -7.062, -5.673], [2.196, -6.088, -5.493], [2.336, -5.421, -4.285], [3.676, -2.911, -0.097], [3.427, -1.710, -0.077], [4.362, -0.965, 0.707], [4.236, 0.421, 0.651], [5.065, 1.231, 1.410], [6.025, 0.666, 2.241], [6.152, -0.719, 2.295], [5.327, -1.534, 1.532], [1.047, -5.391, -1.202], [-0.189, -6.921, -2.582], [-0.406, -8.102, -4.728], [1.111, -7.575, -6.622], [2.867, -5.847, -6.310], [3.100, -4.668, -4.146], [3.463, 0.842, 0.014], [4.957, 2.309, 1.355], [6.669, 1.294, 2.846], [6.896, -1.169, 2.942], [5.397, -2.613, 1.586], [1.617, 1.134, -4.228], [2.168, 0.112, -2.781], [3.992, 0.351, -2.926], [2.047, -1.511, -3.629], [2.052, 0.759, -5.159], [1.894, 2.184, -4.111], [0.527, 1.085, -4.285], [4.288, 1.300, -2.473], [4.314, 0.324, -3.971], [4.480, -0.453, -2.371], [2.665, -1.520, -4.533], [1.003, -1.681, -3.905], [2.354, -2.318, -2.969], [-1.866, 2.586, -2.510], [-2.395, 3.523, -1.847], [-1.683, 4.617, -1.736], [-0.386, 4.830, -2.327], [0.626, 5.041, -2.836], [-2.239, 5.706, -0.974], [-2.641, 6.610, -0.382]],
  "lowdin_charge": [0.7521, -0.0595, -0.1405, -0.0732, -0.1840, 0.0778, -0.4661, 1.1562, -0.4631, 0.0283, -0.1227, -0.0505, -0.1281, -0.0479, -0.4646, 0.0034, -0.1452, -0.0515, -0.1269, -0.0523, 0.0834, 0.0575, 0.0866, 0.1136, 0.0554, 0.0841, 0.1156, 0.0854, 0.0636, 0.0818, 0.1056, 0.1182, 0.0841, 0.0708, 0.0807, 0.0827, -0.5972, -0.0830, -0.1370, -0.1876, -0.1342, -0.7144, -0.0876, -0.0488, 0.0501, 0.1327, 0.1280, 0.1235, 0.1156, 0.4296, -0.8866, 0.0026, -0.0258, -0.2529, -0.0467, -0.1289, -0.1481, -0.1207, -0.0412, -0.0226, 0.0714, -0.2624, -0.0413, -0.0811, -0.1084, -0.1002, -0.0283, 0.0519, 0.1039, 0.0885, 0.0786, 0.0898, 0.0908, 0.0839, 0.0849, 0.0876, 0.0910, 0.1025, -0.2966, 0.7685, -0.3075, -0.3048, 0.0310, 0.0154, 0.0359, 0.0165, 0.0325, 0.0224, 0.0372, 0.0439, -0.0124, -0.1440, -0.0323, -0.3218, -0.1759, 0.1588, -0.2122, 0.1123],
  "e_tot_ha": -3626.00589,
  "spin_multiplicity": 1,
  "orbital_gap_ev": 5.82,
  "charge": -2,
  "lumo_ha": 0.124,
  "relative_energy_ev": 0.629
}

(2)
{
  "formula": "C35H41AuN4",
  "method": "the ωB97M-V functional and the def2-TZVPD basis",
  "elements": ["Au", "C", "C", "C", "C", "C", "C", "C", "N", "C", "N", "C", "C", "C", "C", "C", "C", "C", "N", "C", "C", "C", "C", "C", "C", "C", "H", "H", "H", "H", "H", "H", "H", "H", "H", "H", "H", "H", "H", "H", "H", "H", "H", "H", "H", "H", "H", "H", "C", "H", "H", "C", "C", "C", "C", "C", "C", "C", "C", "C", "C", "C", "C", "N", "H", "H", "H", "H", "H", "H", "H", "H", "H", "H", "H", "H", "H", "H", "H", "H", "H"],
  "positions_angstrom": [[1.185, -1.013, -0.788], [-0.151, 4.658, -1.842], [-1.177, 5.025, -0.798], [-1.344, 6.345, -0.433], [-2.362, 6.754, 0.480], [-3.242, 5.786, 0.964], [-3.093, 4.458, 0.630], [-2.015, 4.033, -0.225], [-1.949, 2.674, -0.579], [-0.879, 1.815, -0.479], [0.160, 2.409, 0.177], [1.546, 2.259, 0.324], [2.374, 1.500, -0.536], [3.743, 1.465, -0.241], [4.298, 2.140, 0.830], [3.478, 2.919, 1.632], [2.116, 2.997, 1.379], [1.256, 3.902, 2.227], [-0.995, 0.548, -0.812], [-1.933, 0.163, -1.756], [-2.136, 0.888, -2.952], [-3.052, 0.488, -3.905], [-3.805, -0.664, -3.716], [-3.593, -1.409, -2.562], [-2.683, -1.030, -1.587], [-2.531, -1.838, -0.334], [-0.069, 5.459, -2.579], [-0.436, 3.742, -2.361], [0.839, 4.492, -1.411], [-0.704, 7.098, -0.886], [-2.471, 7.798, 0.751], [-4.059, 6.082, 1.618], [-3.789, 3.711, 0.999], [-2.832, 2.182, -0.643], [-0.198, 3.224, 0.666], [4.379, 0.874, -0.892], [5.363, 2.082, 1.027], [3.898, 3.482, 2.458], [1.863, 4.399, 2.984], [0.466, 3.345, 2.738], [0.776, 4.684, 1.627], [-1.542, 1.775, -3.129], [-3.180, 1.081, -4.805], [-4.538, -0.975, -4.451], [-4.166, -2.318, -2.404], [-3.138, -2.745, -0.372], [-2.827, -1.251, 0.540], [-1.492, -2.122, -0.184], [1.868, 0.735, -1.695], [2.676, 0.566, -2.409], [1.052, 1.247, -2.208], [2.334, -4.893, -1.595], [0.991, -5.424, -1.073], [-0.167, -4.871, -1.916], [0.815, -5.123, 0.405], [0.677, -6.178, 1.283], [0.568, -6.002, 2.658], [0.651, -4.703, 3.148], [0.796, -3.597, 2.335], [0.997, -2.245, 3.004], [-0.095, -1.221, 2.678], [2.385, -1.676, 2.679], [0.829, -3.752, 0.889], [0.850, -2.750, 0.058], [2.450, -5.111, -2.661], [3.163, -5.348, -1.048], [2.377, -3.813, -1.456], [1.000, -6.515, -1.183], [-0.231, -3.792, -1.788], [-1.114, -5.311, -1.594], [-0.021, -5.096, -2.977], [0.650, -7.186, 0.875], [0.472, -6.849, 3.327], [0.613, -4.545, 4.223], [0.960, -2.428, 4.086], [-0.077, -0.965, 1.620], [0.061, -0.302, 3.251], [-1.081, -1.623, 2.922], [2.470, -1.493, 1.608], [3.163, -2.385, 2.972], [2.555, -0.727, 3.195]],
  "lowdin_charge": [0.8311, -0.0504, -0.2734, -0.1383, -0.1871, -0.1949, -0.1080, -0.2697, 0.0996, -0.3743, 0.1480, -0.1629, -0.2962, -0.0912, -0.1270, -0.0992, -0.2214, -0.0481, 0.0730, -0.2599, -0.0460, -0.1283, -0.1380, -0.0851, -0.2245, -0.0614, 0.0672, 0.0570, 0.0720, 0.0752, 0.0497, 0.0750, 0.0673, 0.1373, 0.0963, 0.0981, 0.0823, 0.0889, 0.0679, 0.0849, 0.0797, 0.0939, 0.0870, 0.0771, 0.0945, 0.0688, 0.0766, 0.0278, -0.3233, 0.0130, 0.0163, -0.0850, -0.3931, -0.0794, -0.1698, -0.1015, -0.1573, -0.0994, -0.1597, -0.3900, -0.0780, -0.0808, -0.3069, -0.0688, 0.0643, 0.0718, 0.0375, 0.1125, 0.0459, 0.0729, 0.0657, 0.0922, 0.0668, 0.0934, 0.1121, 0.0236, 0.0698, 0.0737, 0.0298, 0.0719, 0.0691],
  "e_tot_ha": -1712.94410,
  "spin_multiplicity": 3,
  "orbital_gap_ev": [3.03, 5.91],
  "charge": -2,
  "lumo_ha": [0.178, 0.177],
  "relative_energy_ev": 0.000,
  "s2": 2.023
}

Which formula does entry 1 have? C35H40N13O6P2RbS